No. 1
{"formula": "C8H14BeN3S", "method": "the ωB97M-V functional and the def2-TZVPD basis", "elements": ["C", "Be", "N", "H", "H", "H", "H", "H", "H", "H", "H", "N", "C", "N", "C", "C", "C", "C", "C", "C", "S", "H", "H", "H", "H", "H", "H"], "positions_angstrom": [[1.09731, 1.52554, -2.78274], [-1.09318, -1.31967, 0.69719], [-2.85287, -1.24014, 0.47039], [1.41859, 1.57796, -1.74568], [0.09837, 1.20900, -1.82866], [2.12846, 1.58287, -3.37403], [0.53722, 2.40250, -3.10471], [0.66905, 0.60030, -3.18905], [-3.22083, -0.40854, 1.00285], [-3.43746, -2.07343, 0.71997], [-2.90274, -1.04255, -0.52258], [-1.87396, 1.35398, 2.09567], [-1.05093, 0.44801, 2.74214], [-0.78905, -0.75526, 2.17364], [0.15474, -1.44131, 2.93958], [0.84014, -2.56106, 2.51883], [1.66621, -3.27677, 3.36958], [1.79329, -2.81253, 4.75997], [1.12804, -1.62695, 5.13020], [0.33357, -0.93018, 4.26518], [-0.56047, 0.62764, 4.51470], [-2.11860, 2.21076, 2.60097], [-1.48599, 1.60344, 1.14686], [0.77132, -2.89852, 1.39934], [2.23315, -4.15977, 3.07620], [2.38249, -3.36909, 5.43773], [1.23971, -1.21256, 6.18460]], "lowdin_charge": [-0.299, -0.195, -0.007, 0.004, 0.038, 0.045, 0.023, 0.026, 0.051, 0.061, 0.007, -0.006, -0.703, -0.095, -0.333, -0.111, -0.096, -0.105, -0.154, -0.482, 0.861, 0.065, 0.071, 0.079, 0.084, 0.057, 0.113], "homo_energy_ev": [-0.90, -0.63], "orbital_gap_ev": [3.672, 3.505], "total_energy_ha": -890.2242, "total_charge": -1, "relative_energy_kj_mol": 432.3}


No. 2
{"formula": "C8H14BrClCuN2O4", "method": "the ωB97M-V functional and the def2-TZVPD basis", "elements": ["Cu", "Br", "Cl", "O", "O", "O", "O", "C", "C", "C", "C", "N", "H", "H", "H", "H", "H", "H", "H", "C", "C", "C", "C", "N", "H", "H", "H", "H", "H", "H", "H"], "positions_angstrom": [[-0.39650, 1.50485, 0.99509], [-2.09289, 1.72997, 2.16280], [1.66535, 3.09380, 1.44602], [1.12615, 1.83969, 2.03624], [2.27506, 3.98904, 2.36758], [2.66383, 2.79273, 0.46896], [0.51864, 3.55392, 0.71584], [-2.19520, -1.57742, 0.87020], [-2.30672, -1.24645, -0.63275], [-2.88252, 0.07190, -1.09024], [-2.04358, 1.27552, -0.94524], [-1.30240, 2.21259, -0.81523], [-2.09435, -0.68884, 1.49339], [-1.36393, -2.26832, 1.01074], [-3.11072, -1.97820, 1.30529], [-2.81926, -2.02104, -1.20319], [-1.31558, -1.32637, -1.07925], [-3.84489, 0.28142, -0.62329], [-3.15934, 0.15429, -2.14127], [3.01074, -0.70877, -1.62571], [1.59957, -1.09962, -1.03296], [1.69029, -1.32063, 0.48288], [0.49790, -0.70783, 1.09591], [-0.48596, -0.19283, 1.51920], [2.83743, -0.61261, -2.69754], [3.76334, -1.49327, -1.54660], [3.37690, 0.27995, -1.34918], [1.28333, -1.99888, -1.56157], [0.91170, -0.31242, -1.34157], [2.54410, -0.84855, 0.96892], [1.64956, -2.37751, 0.74643]], "lowdin_charge": [-0.268, 0.259, 0.689, -0.421, -0.311, -0.359, -0.377, -0.141, -0.228, -0.188, -0.202, 0.136, -0.033, 0.069, 0.071, 0.100, 0.084, 0.121, 0.112, -0.096, -0.230, -0.146, -0.131, -0.130, 0.057, 0.064, 0.071, 0.099, 0.095, 0.123, 0.112], "homo_energy_ev": -3.54, "orbital_gap_ev": 6.437, "total_energy_ha": -5398.0577, "total_charge": -1, "relative_energy_kj_mol": 318.0}


No. 3
{"formula": "C8H14CdOP", "method": "the ωB97M-V functional and the def2-TZVPD basis", "elements": ["C", "C", "C", "C", "C", "Cd", "P", "H", "H", "H", "H", "H", "H", "H", "H", "C", "C", "C", "O", "H", "H", "H", "H", "H", "H"], "positions_angstrom": [[0.29489, 0.61121, -2.65676], [0.07019, -0.08349, -3.82776], [-0.25311, -1.46019, -3.87106], [-0.35471, -2.31389, -2.74746], [-0.18101, -1.88739, -1.44656], [0.00009, 0.00111, -0.75436], [0.13789, 2.29331, -0.00546], [0.63779, 1.64851, -2.80616], [0.19909, 0.43061, -4.78826], [-0.37301, -1.91719, -4.86166], [-0.19031, -2.69909, -0.70046], [-0.52671, -3.37969, -2.94286], [-0.94581, 2.83401, 0.73024], [0.27569, 3.28291, -1.00956], [1.21029, 2.65601, 0.84754], [1.10319, -0.70549, 3.24554], [0.00009, 0.00111, 2.51654], [-1.10331, 0.70181, 3.25224], [0.00009, 0.00111, 1.24564], [0.97849, -0.62739, 4.34594], [2.07829, -0.25529, 2.96584], [1.10359, -1.77909, 2.96394], [-1.10541, 1.77801, 2.98374], [-2.07871, 0.25401, 2.96964], [-0.97761, 0.61441, 4.35154]], "lowdin_charge": [-0.354, -0.336, -0.252, -0.336, -0.289, 1.129, 0.653, -0.055, 0.067, 0.057, -0.023, 0.068, -0.131, -0.144, -0.114, -0.105, -0.625, -0.110, -0.444, 0.059, 0.060, 0.063, 0.039, 0.064, 0.061], "homo_energy_ev": [-2.43, -1.36], "orbital_gap_ev": [5.978, 4.625], "total_energy_ha": -897.2937, "total_charge": -1}


What did the second record say?
{"formula": "C8H14BrClCuN2O4", "method": "the ωB97M-V functional and the def2-TZVPD basis", "elements": ["Cu", "Br", "Cl", "O", "O", "O", "O", "C", "C", "C", "C", "N", "H", "H", "H", "H", "H", "H", "H", "C", "C", "C", "C", "N", "H", "H", "H", "H", "H", "H", "H"], "positions_angstrom": [[-0.39650, 1.50485, 0.99509], [-2.09289, 1.72997, 2.16280], [1.66535, 3.09380, 1.44602], [1.12615, 1.83969, 2.03624], [2.27506, 3.98904, 2.36758], [2.66383, 2.79273, 0.46896], [0.51864, 3.55392, 0.71584], [-2.19520, -1.57742, 0.87020], [-2.30672, -1.24645, -0.63275], [-2.88252, 0.07190, -1.09024], [-2.04358, 1.27552, -0.94524], [-1.30240, 2.21259, -0.81523], [-2.09435, -0.68884, 1.49339], [-1.36393, -2.26832, 1.01074], [-3.11072, -1.97820, 1.30529], [-2.81926, -2.02104, -1.20319], [-1.31558, -1.32637, -1.07925], [-3.84489, 0.28142, -0.62329], [-3.15934, 0.15429, -2.14127], [3.01074, -0.70877, -1.62571], [1.59957, -1.09962, -1.03296], [1.69029, -1.32063, 0.48288], [0.49790, -0.70783, 1.09591], [-0.48596, -0.19283, 1.51920], [2.83743, -0.61261, -2.69754], [3.76334, -1.49327, -1.54660], [3.37690, 0.27995, -1.34918], [1.28333, -1.99888, -1.56157], [0.91170, -0.31242, -1.34157], [2.54410, -0.84855, 0.96892], [1.64956, -2.37751, 0.74643]], "lowdin_charge": [-0.268, 0.259, 0.689, -0.421, -0.311, -0.359, -0.377, -0.141, -0.228, -0.188, -0.202, 0.136, -0.033, 0.069, 0.071, 0.100, 0.084, 0.121, 0.112, -0.096, -0.230, -0.146, -0.131, -0.130, 0.057, 0.064, 0.071, 0.099, 0.095, 0.123, 0.112], "homo_energy_ev": -3.54, "orbital_gap_ev": 6.437, "total_energy_ha": -5398.0577, "total_charge": -1, "relative_energy_kj_mol": 318.0}